A 5-piece molecular cluster, C20H45ClN3O4 overall, computed with ωB97M-V/def2-TZVPD.

CARTESIAN COORDINATES (ANGSTROEM)
N -2.3690 -4.5278 2.0401
C -1.3627 -4.7376 1.0481
C -1.7644 -4.6065 -0.3749
N -0.8649 -4.8048 -1.3234
N 0.3349 -5.1484 -0.9520
C 0.8865 -5.3184 0.2814
Cl 2.5634 -5.8142 0.4946
C 0.0040 -5.1032 1.4417
H -3.2281 -4.8993 1.6116
H -2.1068 -5.1634 2.8064
H -2.8068 -4.3425 -0.6659
H 0.9891 -5.3221 -1.7281
H 0.3548 -5.2409 2.4910
C 2.6170 -0.9637 4.8351
C 1.8599 -1.8809 3.8916
O 1.1704 -2.9336 4.5519
C 0.1779 -2.5481 5.4928
C -0.9400 -1.7190 4.8852
H 3.3295 -1.5348 5.4343
H 3.1630 -0.2058 4.2706
H 1.9487 -0.4475 5.5262
H 2.5727 -2.3576 3.2140
H 1.1677 -1.3115 3.2616
H 0.6386 -2.0273 6.3379
H -0.2443 -3.4719 5.8937
H -0.5758 -0.7730 4.4834
H -1.6969 -1.4911 5.6387
H -1.4167 -2.2617 4.0642
C 0.2733 0.8864 -4.5511
C -0.8162 -0.1571 -4.3781
O -0.3459 -1.4940 -4.4821
C 0.6333 -1.8911 -3.5429
C 0.1669 -1.7920 -2.0996
H 0.7756 0.7599 -5.5128
H -0.1529 1.8900 -4.5083
H 1.0356 0.8145 -3.7728
H -1.5571 -0.0304 -5.1693
H -1.3487 -0.0155 -3.4314
H 1.5576 -1.3238 -3.6947
H 0.8710 -2.9340 -3.7677
H -0.0673 -0.7657 -1.8148
H 0.9453 -2.1562 -1.4222
H -0.7348 -2.3877 -1.9491
C -2.3788 3.0443 3.2361
C -1.9868 1.9913 2.2145
O -2.2248 0.6599 2.6495
C -3.5685 0.3253 2.9577
C -4.5210 0.4865 1.7853
H -1.8517 2.8782 4.1784
H -2.1306 4.0412 2.8676
H -3.4484 3.0258 3.4524
H -0.9141 2.0651 2.0241
H -2.4836 2.1708 1.2552
H -3.9130 0.9005 3.8234
H -3.5622 -0.7225 3.2657
H -4.5810 1.5215 1.4464
H -5.5273 0.1698 2.0675
H -4.1894 -0.1180 0.9372
C 2.8472 3.4288 -4.4415
C 1.7726 4.5000 -4.5209
O 1.7948 5.4083 -3.4332
C 2.9872 6.1589 -3.2611
C 3.3359 7.0313 -4.4545
H 2.7607 2.8682 -3.5074
H 2.7527 2.7325 -5.2774
H 3.8515 3.8547 -4.4746
H 0.7920 4.0204 -4.5003
H 1.8300 5.0435 -5.4697
H 3.8197 5.4941 -3.0057
H 2.8253 6.7984 -2.3918
H 3.5270 6.4401 -5.3516
H 4.2323 7.6189 -4.2458
H 2.5149 7.7152 -4.6806

Output
* HOMO level: -11.03 eV
* maximum force: 3.5 eV/A
* net charge: +1
* spin multiplicity: 1
* E_LUMO: -4.606 eV

Results of the Löwdin charge analysis, in e, for atoms 1 through 5: 0.127 -0.183 -0.005 0.097 0.003